The following is a DFT calculation (ωB97M-V with the def2-TZVPD basis set) of the molecule C19H28N4O.

Properties
Lowest unoccupied orbital energy, eV: 0.606
SMILES string: OCC[C@H]1CN(Cc2nc3ccccc3[nH]2)CCN1C1CCCC1
Energy relative to the best compared isomer or geometry (same formula, charge and spin), kJ/mol: 115.4
Molar mass, g mol⁻¹: 328.460

Bonds (Å) are listed after each position.
Positions of all 52 atoms, in Å:
1 O 2.52300 0.53951 -0.43097  C2 1.403, H52 0.976
2 C 2.03168 1.74407 0.09314  O1 1.403, C3 1.529, H50 1.095, H51 1.103
3 C 0.62321 1.65201 0.68188  C2 1.529, H4 1.091, H5 1.091, C6 1.541
4 H 0.37196 2.61940 1.11942  C3 1.091
5 H 0.61865 0.89724 1.46930  C3 1.091
6 C -0.46209 1.28850 -0.34927  C3 1.541, N7 1.453, C12 1.537, H49 1.092
7 N -1.73658 1.83616 0.08248  C6 1.453, C8 1.442, C35 1.443
8 C -2.33113 1.08173 1.15802  N7 1.442, H9 1.092, C10 1.535, H34 1.096
9 H -3.34863 1.43635 1.33310  C8 1.092
10 C -2.34404 -0.43551 0.92445  C8 1.535, N11 1.447, H32 1.093, H33 1.107
11 N -0.97840 -0.85282 0.68976  C10 1.447, C12 1.449, C15 1.441
12 C -0.49976 -0.23719 -0.53165  C6 1.537, N11 1.449, H13 1.087, H14 1.106
13 H 0.50637 -0.59122 -0.74303  C12 1.087
14 H -1.14656 -0.51270 -1.38595  C12 1.106
15 C -0.76574 -2.27756 0.73141  N11 1.441, C16 1.495, H30 1.097, H31 1.111
16 C 0.66160 -2.61794 1.01780  C15 1.495, N17 1.300, N24 1.370
17 N 1.67677 -1.80643 1.02136  C16 1.300, C18 1.375
18 C 2.77627 -2.56712 1.34136  N17 1.375, C19 1.389, C23 1.413
19 C 4.11183 -2.20686 1.47199  C18 1.389, C20 1.380, H29 1.078
20 C 5.00800 -3.20117 1.80579  C19 1.380, C21 1.396, H28 1.080
21 C 4.60128 -4.52155 2.00552  C20 1.396, C22 1.381, H27 1.080
22 C 3.27939 -4.90015 1.87516  C21 1.381, C23 1.384, H26 1.080
23 C 2.37528 -3.90690 1.54039  C18 1.413, C22 1.384, N24 1.374
24 N 1.01845 -3.90479 1.32575  C16 1.370, C23 1.374, H25 1.006
25 H 0.40318 -4.69852 1.38404  N24 1.006
26 H 2.96637 -5.92260 2.02601  C22 1.080
27 H 5.33984 -5.26506 2.26568  C21 1.080
28 H 6.05426 -2.95765 1.91511  C20 1.080
29 H 4.42673 -1.18891 1.30919  C19 1.078
30 H -1.38079 -2.69936 1.53549  C15 1.097
31 H -1.06578 -2.78365 -0.21117  C15 1.111
32 H -2.72981 -0.93180 1.81892  C10 1.093
33 H -3.00588 -0.68658 0.07358  C10 1.107
34 H -1.74311 1.26517 2.06483  C8 1.096
35 C -2.60280 2.47749 -0.87737  N7 1.443, C36 1.547, C41 1.556, H48 1.094
36 C -1.99146 3.81202 -1.36696  C35 1.547, C37 1.526, H46 1.089, H47 1.089
37 C -2.34195 3.91091 -2.84901  C36 1.526, C38 1.525, H44 1.089, H45 1.092
38 C -2.29168 2.46058 -3.31913  C37 1.525, H39 1.090, H40 1.091, C41 1.527
39 H -2.79959 2.30993 -4.27162  C38 1.090
40 H -1.25368 2.14297 -3.43161  C38 1.091
41 C -2.96015 1.69965 -2.17650  C35 1.556, C38 1.527, H42 1.087, H43 1.091
42 H -2.63754 0.66278 -2.12975  C41 1.087
43 H -4.04266 1.70528 -2.31523  C41 1.091
44 H -1.65550 4.55507 -3.39702  C37 1.089
45 H -3.35362 4.30231 -2.97160  C37 1.092
46 H -2.36982 4.65630 -0.79341  C36 1.089
47 H -0.91067 3.78070 -1.23727  C36 1.089
48 H -3.52996 2.69415 -0.33799  C35 1.094
49 H -0.20225 1.73914 -1.30971  C6 1.092
50 H 2.05310 2.46062 -0.73486  C2 1.095
51 H 2.71076 2.11647 0.87883  C2 1.103
52 H 2.34367 -0.17248 0.21134  O1 0.976

***

The following is a DFT calculation (ωB97M-V with the def2-TZVPD basis set) of the molecule C19H28N4O3S2.

Properties
Lowest unoccupied orbital energy, eV: 0.613
SMILES string: CCCCn1c(SCC(=O)N2CCCC[C@H]2C)nc2cc(S(N)(=O)=O)ccc21
Energy relative to the best compared isomer or geometry (same formula, charge and spin), kJ/mol: 6.9
Molar mass, g mol⁻¹: 424.592

Bonds (Å) are listed after each position.
Positions of all 56 atoms, in Å:
1 C -0.21122 -6.46572 1.06155  C2 1.524, H54 1.087, H55 1.088, H56 1.087
2 C 0.64465 -5.90616 -0.06911  C1 1.524, C3 1.528, H52 1.092, H53 1.092
3 C 0.25097 -4.48753 -0.47634  C2 1.528, C4 1.531, H50 1.093, H51 1.092
4 C 0.53756 -3.45948 0.62140  C3 1.531, N5 1.438, H48 1.094, H49 1.092
5 N 0.23619 -2.12643 0.17520  C4 1.438, C6 1.367, C13 1.372
6 C 1.08612 -1.27657 -0.47609  N5 1.367, N7 1.308, S23 1.732
7 N 0.53825 -0.14047 -0.82177  C6 1.308, C8 1.369
8 C -0.75753 -0.21951 -0.38782  N7 1.369, C9 1.389, C13 1.421
9 C -1.79630 0.69811 -0.47876  C8 1.389, C10 1.376, H22 1.076
10 C -3.00180 0.32176 0.06716  C9 1.376, C11 1.390, S16 1.776
11 C -3.21721 -0.90554 0.68211  C10 1.390, C12 1.382, H15 1.077
12 C -2.19729 -1.83276 0.77752  C11 1.382, C13 1.387, H14 1.079
13 C -0.96992 -1.47654 0.23910  N5 1.372, C8 1.421, C12 1.387
14 H -2.35207 -2.78882 1.25273  C12 1.079
15 H -4.19474 -1.10158 1.09062  C11 1.077
16 S -4.36770 1.45116 -0.05312  C10 1.776, O17 1.435, O18 1.434, N19 1.690
17 O -3.87790 2.78521 -0.25331  S16 1.435
18 O -5.30658 1.20012 1.00200  S16 1.434
19 N -5.07977 0.93738 -1.49653  S16 1.690, H20 1.007, H21 1.007
20 H -6.03392 0.64895 -1.35279  N19 1.007
21 H -5.01645 1.64511 -2.21014  N19 1.007
22 H -1.68301 1.66506 -0.93764  C9 1.076
23 S 2.72703 -1.72364 -0.80317  C6 1.732, C24 1.818
24 C 3.37877 -0.09473 -1.27906  S23 1.818, H25 1.091, H26 1.084, C27 1.527
25 H 4.33874 -0.30998 -1.75046  C24 1.091
26 H 2.69140 0.33713 -1.99704  C24 1.084
27 C 3.65876 0.71720 -0.01650  C24 1.527, O28 1.219, N29 1.347
28 O 4.42211 0.24677 0.80965  C27 1.219
29 N 3.08567 1.92681 0.13803  C27 1.347, C30 1.455, C39 1.456
30 C 2.14034 2.57270 -0.75986  N29 1.455, C31 1.531, H35 1.091, C36 1.536
31 C 2.84634 3.59626 -1.65344  C30 1.531, H32 1.088, H33 1.086, H34 1.087
32 H 3.67798 3.12749 -2.17585  C31 1.088
33 H 3.23140 4.43184 -1.07627  C31 1.086
34 H 2.14747 3.98303 -2.39011  C31 1.087
35 H 1.68649 1.80741 -1.39161  C30 1.091
36 C 0.97986 3.18262 0.04091  C30 1.536, C37 1.523, H46 1.090, H47 1.091
37 C 1.43976 4.06301 1.19532  C36 1.523, C38 1.523, H44 1.092, H45 1.091
38 C 2.36198 3.24576 2.09022  C37 1.523, C39 1.523, H42 1.091, H43 1.092
39 C 3.53434 2.73162 1.26529  N29 1.456, C38 1.523, H40 1.091, H41 1.096
40 H 4.18874 2.10103 1.86935  C39 1.091
41 H 4.11893 3.57835 0.88780  C39 1.096
42 H 2.74260 3.84875 2.91569  C38 1.091
43 H 1.81249 2.40010 2.50799  C38 1.092
44 H 1.96999 4.94102 0.82124  C37 1.092
45 H 0.57133 4.41182 1.75580  C37 1.091
46 H 0.34768 3.74936 -0.64339  C36 1.090
47 H 0.38476 2.36132 0.44381  C36 1.091
48 H 1.59700 -3.49490 0.89262  C4 1.094
49 H -0.06548 -3.66157 1.50890  C4 1.092
50 H -0.81201 -4.45695 -0.72733  C3 1.093
51 H 0.81650 -4.20127 -1.36592  C3 1.092
52 H 1.69517 -5.91532 0.22745  C2 1.092
53 H 0.54190 -6.55304 -0.94248  C2 1.092
54 H -0.05061 -5.91846 1.98672  C1 1.087
55 H -1.26681 -6.41144 0.80389  C1 1.088
56 H 0.04180 -7.50758 1.24130  C1 1.087